117
Properties=species:S:1:pos:R:3:forces:R:3 method="wB97M-V/def2-TZVPD" homo_lumo_gap_ev=5.7 relative_energy_kcal_mol=0.0 charge=-2 largest_force_ev_per_a=1.25 energy_ha=-6630.2515 lumo_ev=3.6 homo_ev=-2.1582
Y -1.44863 0.10445 -1.11405 -0.7005 0.6249 0.8323
C -2.72106 3.49096 -1.05901 0.0267 0.0926 0.1060
C -1.58690 3.75724 -1.81925 -0.0405 0.0763 0.1008
C -0.35009 3.85464 -1.19458 0.0119 0.0237 -0.0347
C -0.23757 3.68008 0.17823 -0.0218 0.0187 -0.0481
C -1.37005 3.41231 0.93571 -0.0053 0.0571 0.0122
C -2.60943 3.31215 0.31564 0.0552 0.0396 0.0312
H -3.68855 3.45477 -1.53377 -0.0150 -0.0509 -0.0133
H -1.68141 3.89165 -2.88959 -0.0101 -0.0522 -0.0032
H 0.53562 4.04920 -1.78363 0.0159 -0.0311 -0.0125
H 0.73279 3.70737 0.65524 0.0470 0.0012 0.0229
H -1.28040 3.25575 2.00066 0.0017 -0.0287 0.0023
H -3.49498 3.10188 0.90254 -0.0020 -0.0347 0.0278
F -1.18515 1.14355 3.05186 -0.2464 0.0253 0.0573
B 0.02504 0.85361 2.43633 0.1184 0.1479 0.2229
F -0.20273 0.59225 1.03467 -0.0586 -0.2142 -0.4085
F 0.60358 -0.28248 3.01506 0.0968 -0.1692 -0.0390
F 0.89186 1.93064 2.55382 0.2590 0.2023 -0.0721
S -1.92326 -2.64031 -3.78113 -0.0664 -0.0389 0.0152
C -1.30101 -1.25292 -3.14972 0.5352 -0.0089 -0.3918
Se -3.78799 0.76835 -3.12009 0.0105 0.0182 -0.1477
C -4.32056 2.46073 -3.59440 0.1932 -0.2818 0.1076
N -4.66632 3.51764 -3.92002 -0.0741 0.1560 -0.0489
Cl 0.18901 -2.28717 -0.46361 0.0993 -0.3255 -0.3776
C 0.77664 -2.52531 1.18212 0.1460 0.1462 0.0252
Cl 1.16348 -4.24298 1.47270 -0.0177 0.1106 0.0122
H 0.01470 -2.20180 1.87774 0.0346 -0.0851 0.0070
H 1.68575 -1.94580 1.30078 -0.0551 -0.0276 0.0582
C 1.02993 1.00467 -4.73130 0.0299 0.0528 0.0198
C 0.30930 0.48786 -3.50579 0.0327 0.1149 0.0433
O -0.48684 -0.58109 -4.02629 -0.1444 -0.3282 0.1123
N 0.37036 0.84547 -2.31577 0.3332 -0.1020 -0.5226
Te 3.30412 0.03930 -1.79612 -0.0627 0.0812 -0.0841
C 3.55653 1.77582 -0.59689 -0.0503 0.0093 0.0281
C 3.86774 1.65855 0.75692 0.0175 0.0206 0.0468
C 4.00551 0.35754 1.50095 0.0154 -0.0533 -0.0955
C 4.05529 2.82149 1.50833 -0.0667 -0.0627 0.0295
C 3.92706 4.08019 0.96321 -0.0100 0.0725 -0.0130
C 4.09892 5.31763 1.80232 0.0009 0.0223 -0.0166
C 3.60608 4.17599 -0.38751 -0.0120 0.0262 0.0223
C 3.41631 3.05134 -1.17414 -0.0095 -0.0231 0.0340
C 3.04214 3.23617 -2.61326 -0.0124 -0.0302 -0.0236
C 5.29799 -0.64620 -1.39925 -0.1418 -0.1629 0.1158
C 5.50812 -1.91999 -0.85437 0.0404 -0.0223 0.0326
C 4.41091 -2.92516 -0.59076 -0.0011 0.0310 0.0228
C 6.80686 -2.32015 -0.52841 -0.0703 0.0008 0.0002
C 7.90019 -1.50106 -0.73113 0.0226 0.0520 -0.0306
C 9.29211 -1.94559 -0.36842 0.0152 -0.0020 -0.0037
C 7.67791 -0.25335 -1.30366 0.0645 -0.0273 0.0219
C 6.40592 0.18151 -1.64733 0.0209 0.0680 -0.0685
C 6.26458 1.53227 -2.29475 0.0376 0.0110 0.0296
H 0.29881 1.42763 -5.42250 -0.0281 0.0151 -0.0033
H 1.51890 0.17883 -5.24945 0.0167 -0.0210 0.0035
H 1.76625 1.75700 -4.47083 -0.0005 0.0070 0.0004
H 3.77605 -0.50426 0.87888 -0.0474 0.0231 0.0276
H 3.33043 0.35739 2.35522 -0.0866 0.0021 0.0818
H 5.02791 0.23779 1.86686 0.0249 -0.0187 0.0047
H 4.25776 2.71857 2.56798 0.0340 -0.0029 0.0591
H 4.23736 5.06148 2.85201 0.0091 -0.0112 0.0187
H 3.22233 5.96412 1.72814 -0.0051 -0.0064 -0.0090
H 4.96495 5.90018 1.47754 -0.0025 -0.0009 -0.0036
H 3.48074 5.15542 -0.83824 -0.0052 0.0207 -0.0056
H 2.98616 4.29691 -2.85985 -0.0008 0.0185 -0.0227
H 2.07135 2.77585 -2.79241 -0.0766 -0.0281 -0.0096
H 3.76008 2.75425 -3.28174 -0.0319 0.0208 0.0206
H 3.41347 -2.52590 -0.75839 -0.0111 0.0370 -0.0103
H 4.45715 -3.28792 0.43882 0.0233 0.0139 -0.0003
H 4.53014 -3.79351 -1.24191 -0.0085 -0.0038 -0.0245
H 6.95145 -3.30394 -0.09229 0.0080 -0.0252 0.0088
H 9.27155 -2.87813 0.19526 -0.0063 -0.0166 0.0071
H 9.80071 -1.19542 0.23971 0.0011 0.0150 0.0078
H 9.90191 -2.10844 -1.26032 -0.0029 0.0022 -0.0125
H 8.52178 0.40299 -1.49319 0.0300 0.0105 -0.0007
H 7.23183 1.87894 -2.65886 0.0322 0.0240 -0.0120
H 5.87174 2.27517 -1.59627 0.0403 -0.0456 -0.0276
H 5.56696 1.48599 -3.13279 0.0270 -0.0127 0.0141
C -5.48560 0.69784 0.44923 0.0024 -0.0245 -0.0312
C -5.24342 -0.34193 1.55598 0.0392 0.0388 0.0366
C -6.59714 -0.85414 2.05675 -0.0021 0.1270 -0.0160
C -4.56330 0.43538 2.69687 -0.0134 -0.0450 0.0133
P -4.00185 -1.63259 0.91484 0.2224 0.4631 -0.1137
N -2.85481 -0.89761 0.16235 -0.4788 -0.5313 0.2114
C -4.94007 -2.87063 -0.17147 0.0926 -0.0197 -0.2094
C -5.86176 -3.87221 0.53194 0.0087 0.0040 -0.0955
C -5.77703 -2.08060 -1.19129 0.0607 0.0056 -0.0067
C -3.91116 -3.65771 -1.00709 0.1098 0.0848 0.0632
C -3.34033 -2.59439 2.42076 0.0755 -0.0149 0.0062
C -2.59719 -3.83200 1.89073 -0.0402 -0.0406 -0.0290
C -2.27059 -1.72520 3.09617 -0.0084 -0.0002 0.0181
C -4.33616 -3.04258 3.49476 0.1102 -0.0030 0.0060
H -5.96397 1.57257 0.90248 -0.0369 0.0042 -0.0191
H -6.12813 0.34631 -0.35242 -0.0170 -0.0440 -0.0231
H -4.54919 1.01287 -0.00887 0.0138 -0.0234 0.0319
H -7.15118 -0.00515 2.47417 -0.0128 -0.0042 -0.0006
H -6.51021 -1.60053 2.84136 0.0538 -0.0981 0.0986
H -7.20615 -1.27136 1.25869 -0.0303 -0.0331 -0.1011
H -5.11369 1.36893 2.84912 -0.0230 -0.0022 0.0481
H -3.53015 0.69085 2.46339 0.0338 0.0077 -0.0588
H -4.57933 -0.10770 3.64086 0.0104 -0.0498 0.0360
H -6.61625 -3.40448 1.15850 -0.0815 0.1000 0.0811
H -5.31479 -4.59310 1.13512 0.0710 -0.0279 0.0569
H -6.38852 -4.43826 -0.24458 -0.0048 -0.0214 0.0139
H -6.65277 -1.61107 -0.74948 -0.0663 0.0279 0.0708
H -6.12881 -2.78157 -1.95383 -0.0273 0.0034 0.0018
H -5.19001 -1.31494 -1.69980 0.0249 -0.0037 0.0359
H -3.49119 -4.50215 -0.46540 0.0115 -0.0393 0.0413
H -3.08877 -3.03012 -1.35876 -0.1736 -0.0317 0.0677
H -4.40264 -4.04865 -1.90251 -0.0093 -0.0161 0.0343
H -1.98713 -3.59788 1.01775 0.0253 0.0570 -0.0053
H -3.26735 -4.64714 1.62272 -0.0579 -0.0057 -0.0213
H -1.93152 -4.19958 2.67669 -0.0086 -0.0483 0.0063
H -1.71300 -1.15504 2.36026 0.0037 0.0039 -0.0755
H -1.57651 -2.36862 3.64516 0.0053 0.0021 0.0404
H -2.67905 -1.01287 3.80547 -0.0474 0.0591 0.0134
H -5.15464 -3.64273 3.11138 -0.1236 -0.0976 -0.1099
H -4.75632 -2.19948 4.03847 -0.0346 0.0824 0.0115
H -3.79545 -3.65541 4.22533 0.0028 -0.0026 0.0148